[1]
# C27H26BrCrNO6PS

A molecular structure, C27H26BrCrNO6PS (ωB97M-V/def2-TZVPD, the OMol25 dataset).

Geometry as XYZ:
```
64
Properties=species:S:1:pos:R:3:forces:R:3:lowdin_spin:R:1
Cr 0.10438 -0.89703 0.07899 -0.3 -0.2 0.2 0.98
O -0.62265 2.77975 -4.61664 0.0 0.0 0.1 0.00
C -0.41259 1.93080 -3.58579 0.0 0.1 -0.3 0.00
C 0.35751 0.77625 -3.70954 0.2 0.1 -0.4 0.00
C 0.51646 -0.01549 -2.60151 -0.1 -0.1 0.4 0.00
N -0.02747 0.32875 -1.44102 0.1 0.1 -0.3 -0.01
C -0.78098 1.41604 -1.32002 0.1 -0.5 0.4 0.00
C -1.01729 2.24399 -2.37756 -0.4 0.4 0.0 0.00
C -1.29000 1.55750 0.09551 0.6 -0.9 0.2 0.00
O -1.96655 2.48418 0.43613 -0.3 0.2 0.3 0.00
O -0.84914 0.55405 0.87921 -0.1 0.6 -0.5 0.03
C 1.14094 -1.38840 -2.54294 0.0 -0.2 0.9 0.00
O 1.62584 -1.89261 -3.52734 0.1 -0.2 0.0 0.00
O 1.02203 -1.92450 -1.33442 0.2 0.4 -0.8 0.02
H -0.11348 2.49908 -5.38267 0.0 0.0 -0.1 0.00
H 0.83083 0.48140 -4.64099 -0.1 0.0 0.0 0.00
H -1.62645 3.13253 -2.25378 0.1 -0.1 0.0 0.00
Br -0.16092 -2.33485 2.19066 -0.3 0.0 -0.2 0.00
C 1.53533 -1.95968 2.95246 0.0 0.2 -0.4 0.00
C 1.84254 -2.49691 4.15032 0.3 -0.1 0.5 0.01
C 3.14628 -2.26846 4.66356 -0.1 -0.1 0.1 0.00
C 4.05048 -1.56120 3.93053 0.1 0.1 -0.1 0.00
C 3.71397 -1.02018 2.65561 0.1 0.0 0.0 0.00
C 4.67571 -0.35934 1.85158 0.0 -0.1 0.2 0.01
C 4.32844 0.08983 0.61251 -0.2 0.1 -0.2 0.00
C 2.99491 -0.04173 0.15120 0.2 0.1 0.0 0.01
C 1.99392 -0.63472 0.88485 0.2 -0.1 -0.1 -0.03
C 2.40007 -1.18140 2.14329 -0.1 0.0 0.1 0.00
H 1.12275 -3.09577 4.69901 0.1 0.1 -0.1 0.00
H 3.41917 -2.68469 5.62916 0.0 0.1 -0.1 0.00
H 5.05869 -1.40693 4.30959 -0.1 0.0 -0.1 0.00
H 5.68727 -0.24551 2.22573 0.0 0.0 0.0 0.00
H 5.07763 0.55669 -0.02523 -0.1 -0.1 0.1 0.00
H 2.77147 0.35580 -0.83657 0.0 -0.1 0.0 0.00
C 3.26171 3.49986 0.42388 0.5 0.2 0.1 0.00
S 1.61633 2.86198 0.27058 -0.7 0.3 -1.0 0.00
C 0.97129 3.57429 1.76040 -0.2 0.2 0.4 0.00
O 0.99130 3.61426 -0.88504 0.5 -0.2 0.7 0.00
H 3.19446 4.57898 0.59030 0.1 -0.1 -0.1 0.00
H 3.75893 3.29157 -0.52551 0.0 0.0 0.1 0.00
H 3.78361 2.99289 1.24391 -0.1 0.1 -0.2 0.00
H 1.51099 3.15142 2.61490 -0.1 0.1 -0.1 0.00
H -0.08674 3.30261 1.81113 0.2 0.1 0.1 0.00
H 1.08576 4.66119 1.70507 0.0 -0.1 0.1 0.00
C -2.12566 -3.71544 -0.48352 -0.1 0.0 0.0 0.00
P -1.92141 -1.96240 -0.94153 -0.3 -0.1 0.1 0.00
C -2.03216 -2.08571 -2.75014 0.0 0.1 -0.1 0.00
C -3.47460 -1.15398 -0.44682 0.0 0.2 0.1 0.00
C -4.00009 -1.39858 0.82518 0.0 0.0 0.0 0.00
C -5.07127 -0.65937 1.30435 0.0 0.0 0.0 0.00
C -5.62422 0.35216 0.52576 0.0 0.0 0.0 0.00
C -5.10671 0.61216 -0.73650 0.1 -0.1 0.0 0.00
C -4.03585 -0.13528 -1.22114 -0.1 0.0 0.1 0.00
H -2.30220 -3.83444 0.58542 0.0 0.0 0.0 0.00
H -1.19397 -4.22388 -0.73258 0.0 0.0 0.0 0.00
H -2.94938 -4.17028 -1.03496 0.0 0.0 0.0 0.00
H -2.89977 -2.68870 -3.00785 -0.1 0.0 -0.1 0.00
H -1.13184 -2.55947 -3.14180 0.0 0.0 0.0 0.00
H -2.12996 -1.10591 -3.21525 0.1 0.0 0.0 0.00
H -3.55960 -2.16417 1.46015 -0.1 0.1 -0.1 0.00
H -5.46700 -0.86200 2.29591 0.1 0.0 -0.1 0.00
H -6.44771 0.94484 0.90913 0.1 -0.1 0.0 0.00
H -5.52581 1.40710 -1.34487 0.0 -0.1 0.1 0.00
H -3.63752 0.09708 -2.20243 0.0 0.0 0.1 0.00
```
Forces are in eV/Å.

* multiplicity: 2
* HOMO-LUMO gap (alpha / beta): 7.44 / 7.84 eV

***

[2]
# C4H6OSc

A molecular structure, C4H6OSc (ωB97M-V/def2-TZVPD, the OMol25 dataset).

Geometry as XYZ:
```
12
Properties=species:S:1:pos:R:3:forces:R:3:lowdin_spin:R:1
C 2.44593 -0.97783 -0.64065 1.4 -0.4 -1.1 0.00
C 1.79952 -0.67829 -1.80142 0.2 0.9 0.4 0.00
C 0.45825 -0.04741 -1.62492 0.5 0.7 3.0 0.00
C -0.69164 -0.92726 -1.91212 2.0 0.5 -1.0 0.00
O -1.63684 -1.05266 -1.14024 -2.6 -1.3 0.9 0.00
Sc -3.43172 -2.21826 -0.90231 1.1 0.8 0.0 1.01
H 2.61879 -0.21840 0.12747 -1.6 -0.8 1.0 0.00
H 3.19208 -1.77569 -0.65848 0.6 0.8 -0.3 0.00
H 2.37553 -0.31363 -2.65488 -0.1 -2.0 -0.8 0.00
H 0.55288 0.10384 -0.42536 -1.3 0.5 -2.5 0.00
H 0.34923 0.82666 -2.29074 -0.3 0.2 0.3 0.00
H -0.69180 -1.48107 -2.86940 0.0 0.2 0.2 0.00
```
Forces are in eV/Å.

* total charge: +2
* multiplicity: 2
* HOMO-LUMO gap (alpha / beta): 4.29 / 4.28 eV

***

[3]
# C4H3N3O3

A molecular structure, C4H3N3O3 (ωB97M-V/def2-TZVPD, the OMol25 dataset).

Geometry as XYZ:
```
13
Properties=species:S:1:pos:R:3:forces:R:3:mulliken_charge:R:1
C 0.11005 -1.23042 -0.29844 -4.0 0.8 1.8 0.63
C -2.20187 -0.32416 0.85922 -0.4 0.5 -0.4 0.53
C -0.06890 1.57004 -0.73844 -0.9 2.1 3.3 0.37
C 1.41503 -0.81762 0.24803 -0.8 0.7 2.0 -0.38
N -1.01532 -0.19588 0.79178 3.1 -1.3 -0.9 -0.57
N 1.26173 1.33870 -0.61600 1.0 0.9 -1.5 0.01
N 1.97500 0.46796 -0.21640 1.1 -1.2 0.6 -0.29
O -0.48666 -1.94610 -0.99030 1.6 0.4 0.1 -0.32
O -3.35791 -0.29754 0.93369 -1.1 -0.4 0.2 -0.45
O -0.77203 1.56333 -1.68879 -0.4 -0.3 -0.9 -0.47
H -0.22321 2.11127 0.31389 -0.6 -0.7 -1.8 0.23
H 1.27997 -0.64483 1.41277 0.3 -0.8 -2.4 0.34
H 2.08414 -1.59476 -0.01099 1.1 -0.7 0.0 0.37
```
Forces are in eV/Å.

* HOMO-LUMO gap: 9.09 eV

***

[4]
# C3H9NO2S2

2 unconnected molecules or ions with the total composition C3H9NO2S2 (ωB97M-V/def2-TZVPD, the OMol25 dataset).

Geometry as XYZ:
```
17
Properties=species:S:1:pos:R:3:forces:R:3:mulliken_charge:R:1
N -0.06871 -1.23200 0.96864 -0.6 0.0 0.9 -0.64
C -0.13750 -0.35847 -0.19790 1.4 -0.2 1.5 0.35
C 0.75756 0.89235 -0.01479 -0.5 -0.5 -1.7 -0.01
O 1.84800 0.88042 0.47822 0.0 0.0 0.5 -0.44
C -1.57389 0.04180 -0.43710 -0.6 -0.2 -1.1 -1.02
S -1.95138 0.49429 -2.19910 0.7 -0.3 -0.4 -0.05
S -2.44640 2.39534 -2.74447 -0.5 0.5 0.6 -0.20
H 0.81701 -1.68003 1.20816 -0.3 0.1 -1.0 0.26
H -0.35241 -0.74060 1.81367 -0.2 0.0 -0.2 0.29
H 0.34362 -0.95325 -0.97444 -0.4 0.3 -0.6 0.33
H 0.35818 1.77891 -0.55596 0.1 0.3 0.4 0.27
H -1.88701 0.74595 0.31328 -0.3 0.5 0.1 0.43
H -2.26072 -0.81500 -0.40602 0.5 0.0 0.4 0.35
H -1.35274 3.16763 -2.97868 0.3 -0.7 0.2 0.14
H 1.99373 -1.12458 2.18726 0.7 0.7 -0.1 0.33
H 3.33205 -1.62567 1.49548 -0.3 0.5 0.0 0.33
O 2.58060 -1.86709 2.04374 0.1 -1.0 0.4 -0.71
```
Forces are in eV/Å.

* SMILES: N[C@H](C=O)CSS.O
* HOMO-LUMO gap: 9.48 eV

***

[5]
# CH4IP

A single CH4IP molecule (ωB97M-V/def2-TZVPD, the OMol25 dataset).

Geometry as XYZ:
```
7
Properties=species:S:1:pos:R:3:forces:R:3:mulliken_charge:R:1
C -0.73969 0.28996 0.46128 -1.0 -2.3 -1.6 -0.65
P 0.50274 0.13882 -0.67271 -1.8 -1.5 -0.3 0.02
I 0.25779 1.03831 -3.01484 0.4 0.1 0.2 -0.08
H -1.49446 -0.57804 0.05676 1.6 2.4 1.2 0.18
H -1.21280 1.22711 0.66235 0.0 0.4 0.4 0.30
H 1.85609 0.11381 -0.42881 0.5 0.9 0.3 0.14
H 0.38554 -1.21390 -1.00133 0.2 0.1 -0.1 0.09
```
Forces are in eV/Å.

* SMILES: C=[PH2]I
* HOMO-LUMO gap: 7.96 eV

***

[6]
# C5H8O

A single C5H8O molecule (ωB97M-V/def2-TZVPD, the OMol25 dataset).

Geometry as XYZ:
```
14
Properties=species:S:1:pos:R:3:forces:R:3:mulliken_charge:R:1
C -0.10434 -1.62808 -0.12263 0.0 -0.1 0.0 -1.28
C 0.22577 -0.28913 -0.82123 0.1 0.0 -0.1 0.34
C -0.56024 0.96423 -0.41027 0.0 0.0 0.1 -0.55
C -0.01377 1.16400 0.98281 -0.1 0.1 0.0 -0.49
O 1.39830 0.77427 0.78864 0.2 -0.2 -0.1 -0.13
C 1.61776 0.00837 -0.25133 -0.4 0.2 0.3 -0.45
H 0.03536 -1.56982 0.96354 -0.1 0.0 -0.2 0.31
H 0.60577 -2.37738 -0.48594 -0.2 0.0 0.1 0.36
H -1.11841 -1.99016 -0.31700 0.1 0.2 -0.1 0.32
H 0.22541 -0.44687 -1.90325 0.2 0.1 0.2 0.39
H -1.65032 0.93714 -0.48590 0.2 -0.2 0.1 0.34
H -0.45782 0.48638 1.72291 0.1 0.2 -0.1 0.25
H -0.01440 2.18127 1.37523 0.0 -0.1 -0.1 0.31
H -0.18907 1.78580 -1.03558 -0.2 0.0 0.0 0.27
```
Forces are in eV/Å.

* HOMO-LUMO gap: 9.35 eV

***

The relative energy (zero: lowest compared OMol25 entry of this formula, charge and spin) results, record by record, are as follows: 26.30, 0.00, 481.60, 191.47, 239.30, 266.56 kJ/mol.
The E_tot results, record by record, are as follows: -5908.733984, -991.138816, -544.074305, -1121.272522, -679.459803, -270.456367 hartree.